Here is the molecule C14H20N2 from the Open Molecules 2025 dataset. Energies are from the ωB97M-V functional and the def2-TZVPD basis.

Structure (XYZ):
```
36
Properties=species:S:1:pos:R:3:forces:R:3
C 3.81371 -1.74282 2.77216 -0.45 -0.11 0.22
C 2.33785 -2.13541 2.50812 0.41 0.21 -0.36
C 2.27711 -3.52300 1.85567 -0.07 1.08 -0.75
C 1.51920 -2.19099 3.80609 0.60 0.32 0.40
C 1.77325 -1.05750 1.54514 -0.30 -0.60 0.70
C 0.29592 -1.25392 1.19762 0.15 -0.32 0.53
C -0.11856 -0.28958 0.21693 -0.38 0.31 -0.73
C -0.46162 0.52685 -0.59186 -0.61 0.61 -0.75
C -0.91818 1.57059 -1.51800 0.10 0.05 0.63
C -1.69381 2.73741 -0.92913 -0.02 0.28 -0.03
C -2.39186 1.80017 -1.86760 0.62 0.20 -0.70
C -2.73600 2.34744 -3.22981 0.23 0.05 0.31
C -3.80608 3.17218 -3.43515 -0.07 -0.59 -0.68
N -3.85919 3.37062 -4.81180 0.82 -0.44 -0.13
C -2.77075 2.71312 -5.36435 0.08 -0.26 1.89
N -2.05179 2.10532 -4.41158 -1.23 0.54 -0.59
H 4.42908 -1.81662 1.86292 -0.29 0.07 0.18
H 4.25381 -2.40417 3.52315 0.03 0.05 0.00
H 3.85131 -0.71086 3.14815 0.14 -0.23 -0.07
H 2.72325 -4.26228 2.47625 0.60 -0.63 0.54
H 1.23552 -3.78750 1.77043 -0.36 -0.34 -0.35
H 2.76184 -3.52196 0.85870 -0.29 -0.09 0.48
H 0.46930 -2.43636 3.63075 0.10 0.08 -0.05
H 1.91868 -2.95406 4.49384 -0.05 0.19 -0.25
H 1.58686 -1.22266 4.33028 -0.19 -0.27 -0.12
H 2.32848 -1.08162 0.62652 0.48 0.00 -0.51
H 1.90442 -0.05755 1.97784 -0.02 -0.16 -0.02
H 0.08252 -2.28763 0.86601 0.10 0.50 0.10
H -0.29092 -1.05366 2.09257 -0.17 -0.25 0.14
H -0.18705 1.85684 -2.28515 -0.50 -0.24 0.23
H -2.00990 2.75424 0.11064 0.32 -0.26 -0.13
H -1.44660 3.71076 -1.33489 -0.04 0.00 0.06
H -3.14785 1.15101 -1.43211 0.33 -0.08 -0.06
H -4.51802 3.53904 -2.70154 0.05 0.02 -0.53
H -4.63966 3.72787 -5.33806 0.15 0.20 0.11
H -2.51430 2.70671 -6.41874 -0.26 0.11 0.26
```
Positions in Å, forces in eV/Å.

Summary:
Electronic energy ... -17820.440 eV
LUMO energy ... 0.89 eV
SMILES ... CC(C)(C)CCC#C[C@@H]1C[C@H]1c1c[nH]cn1